A structure of composition C19H35NO4PSi2 in a non-equilibrium geometry. Source: the OMol25 dataset; level of theory: wB97M-V/def2-TZVPD.

The geometry in XYZ format:
```
62
Properties=species:S:1:pos:R:3:forces:R:3:mulliken_charge:R:1
C -3.1216 4.9263 1.5520 -0.314 0.305 -0.095 -1.022
H 5.4787 -0.9151 3.4526 -0.441 0.004 0.103 0.437
C 7.1255 -1.7173 0.2592 0.200 -0.510 -0.191 -0.715
C -2.7800 -0.6490 0.4940 -0.249 -0.319 -0.141 -0.631
H 0.6039 0.7540 0.0155 0.039 0.260 0.092 0.485
H -5.3022 3.7497 -1.5802 0.027 -0.068 -0.034 0.299
C -4.2799 0.7329 -1.7535 -0.177 -0.464 -0.043 -1.035
H -5.6338 0.2133 1.9883 0.019 0.057 0.014 0.260
H -2.9647 4.6467 2.5960 0.036 -0.043 -0.002 0.254
H -4.7738 5.3529 -1.0700 0.001 -0.026 -0.055 0.347
H 1.5027 -1.7194 -2.4081 0.037 0.002 -0.112 0.401
H 1.2146 -3.3041 2.1770 -0.007 -0.206 0.053 0.374
Si -4.2191 3.6451 0.6869 0.805 -0.897 0.224 0.084
H 1.4628 -5.9256 -0.5285 -0.242 -0.230 -0.100 0.365
H -6.6679 3.1718 1.0059 0.002 -0.078 0.015 0.296
C 6.4116 -1.4646 1.4952 -0.183 0.142 -0.094 -0.573
H -2.6395 -0.7472 1.5733 0.009 0.022 0.011 0.284
C 1.2384 -1.6222 0.9179 0.128 -0.225 0.173 -0.486
C 1.4154 -3.9090 0.1342 -0.067 -0.690 0.327 1.128
C 1.3333 -1.1676 -0.3752 0.161 0.188 -0.566 0.795
H 7.8261 -0.9064 0.0892 -0.064 0.288 -0.123 0.285
H 0.7226 -5.7341 1.0878 -0.198 -0.023 -0.049 0.358
H 7.7468 -2.5983 0.4148 0.159 -0.080 0.016 0.334
N -3.4592 2.1535 0.7586 -0.610 0.011 -0.340 -0.002
H 6.1459 -3.0555 -1.1380 -0.084 -0.201 0.065 0.347
H -5.8214 3.2502 2.5612 0.023 -0.054 -0.005 0.256
H 6.6846 -1.5673 -1.8608 0.229 0.042 -0.090 0.387
H -5.8949 -0.9058 0.6410 -0.045 0.030 0.033 0.334
H 1.5751 -4.1279 -1.9987 -0.042 -0.216 -0.022 0.336
C -5.8985 3.7027 1.5708 -0.110 0.452 -0.095 -1.057
H -2.1494 4.9883 1.0585 0.026 -0.046 0.013 0.246
C 1.3211 0.2956 -0.6597 -0.872 0.081 0.644 -1.429
H 4.3148 -1.8212 -0.0083 -0.099 0.160 0.233 0.311
H -4.4282 -0.2826 -2.1441 -0.003 0.046 -0.044 0.369
O 2.5915 0.9260 -0.3505 -0.112 -0.084 -0.313 -0.419
H 4.2885 -1.7446 -1.7547 -0.169 0.332 -0.203 0.583
H -3.1186 -1.6159 0.1014 0.124 -0.038 0.042 0.309
H 0.9759 0.5086 -1.6638 0.383 0.090 -0.301 0.492
Si -4.0432 0.7140 0.1303 0.724 0.946 0.547 0.050
H 1.1424 -0.9307 1.7369 -0.079 0.152 0.184 0.536
H -6.2433 4.7374 1.6975 -0.037 -0.042 0.020 0.345
H -3.5859 4.1839 -1.6680 0.018 -0.057 0.001 0.253
H -3.4002 1.1559 -2.2419 0.012 0.054 0.026 0.233
C 1.4764 -3.4592 -1.1575 0.105 0.865 -0.518 -0.787
H 2.4509 -5.6427 0.8660 0.107 0.054 0.131 0.289
O 4.9314 0.0084 -0.7754 -0.130 -0.171 -0.061 -0.201
C -4.4974 4.2903 -1.0770 -0.218 0.408 0.114 -1.040
C 6.2304 -1.9862 -0.9675 -0.012 0.272 0.055 -1.007
C 5.7899 -1.1927 2.4803 0.455 0.015 0.385 0.221
H -1.8104 -0.4167 0.0466 -0.004 0.034 -0.026 -0.210
C 1.4401 -2.0918 -1.3946 0.010 0.070 -0.683 -0.274
H -3.5799 5.9232 1.5306 0.079 0.012 0.043 0.268
O 3.3328 0.3583 -2.7548 -0.226 -0.390 0.037 -0.654
C 1.4954 -5.3842 0.4094 0.373 0.084 0.143 -1.484
H -6.5218 0.7398 0.5474 -0.008 0.068 0.041 0.293
P 3.7462 0.8168 -1.4277 0.209 0.486 -0.710 0.774
C -5.6804 0.1394 0.9003 -0.053 -0.416 -0.264 -1.068
C 1.2858 -2.9754 1.1482 -0.033 -0.207 0.977 -0.695
O 4.3692 2.2782 -1.4388 -0.085 0.085 0.478 -0.543
H 3.6750 2.9017 -1.1910 0.165 0.170 -0.018 0.356
C 4.8368 -1.4222 -0.8743 0.289 -0.583 0.066 -0.328
H -5.1533 1.3216 -2.0424 0.018 0.079 -0.007 0.288
```
Forces are in eV/Å.

Output
Calculated total energy, Ha: -2021.231457
Maximum force, eV/Å: 1.3
HOMO level, eV: -3.58
E_LUMO, eV: 2.23
Multiplicity: 1
Frontier orbital gap, eV: 5.8
Charge: -1